Density functional theory data (ωB97M-V/def2-TZVPD) for 8 unconnected molecules or ions with the total composition C34H74N2O7S8.

Frontier orbital gap: 6.967 eV
E_HOMO: -8.1 eV
E_LUMO: -1.2 eV

The geometry in XYZ format:
```
125
Properties=species:S:1:pos:R:3:mulliken_charge:R:1
H -3.128 2.627 -0.730 0.384
H 4.075 -0.576 3.779 0.313
C -1.999 -4.875 3.641 -0.759
C 6.109 -5.116 1.958 -0.868
C 3.852 0.110 -1.582 -0.567
C -3.868 -0.143 -0.821 -0.323
H -3.684 6.749 2.557 0.340
H 5.987 -6.054 2.504 0.389
S 6.762 -3.851 3.069 0.491
H -1.704 7.779 1.386 0.339
C 1.220 3.705 2.487 -0.732
H 1.016 0.504 -2.272 -0.670
H 3.299 2.306 -1.041 0.254
C 1.748 1.388 -2.438 0.584
H -3.412 0.498 1.273 0.412
H 4.032 0.177 -8.164 0.310
S 0.847 -3.709 1.114 0.135
S -3.019 -6.365 3.643 0.506
H 8.925 -4.047 4.058 0.314
C -1.945 -7.326 4.733 -0.902
O -1.622 4.940 1.741 -0.631
H -10.397 1.131 -0.685 0.325
H 6.786 -5.258 1.113 0.315
H -0.253 1.218 -0.193 -0.381
C -0.860 2.147 -0.472 0.929
C -2.402 -0.881 -4.079 -0.515
H 4.087 5.714 1.375 0.378
C 0.919 2.814 -2.382 -0.758
S -2.543 5.606 0.770 0.712
C 3.297 -0.663 4.539 -1.109
C -1.885 7.257 0.444 -1.132
C -3.901 -0.675 -3.447 -0.886
H -2.481 2.588 0.989 0.178
O 2.236 3.842 0.023 -0.709
H -4.870 1.085 -2.391 0.419
H 1.216 1.252 -7.350 0.419
H -4.654 -0.325 -4.253 0.354
H -8.150 0.651 2.386 0.335
H -0.879 -5.656 -2.741 0.310
S 1.959 0.476 4.123 0.823
H 5.061 -2.350 -0.966 0.195
C -0.304 -4.035 -1.179 0.464
O -4.266 -6.054 4.404 -0.624
H 0.057 0.749 5.538 0.326
H -2.411 -8.297 4.906 0.317
H -1.850 0.118 -4.097 0.208
H 1.391 3.581 -1.673 0.330
C -0.945 -4.526 -2.532 -0.683
H 0.720 2.751 2.312 0.018
O 7.064 -2.643 2.244 -0.562
H 2.794 1.943 -6.863 0.344
O 3.767 -0.284 -5.352 -0.593
C 0.942 0.112 5.571 -1.114
C 5.807 -1.488 -0.872 -0.894
H -0.396 3.025 0.125 0.009
H 8.870 -4.852 2.471 0.297
H -2.502 -4.113 3.044 0.309
H -4.322 -1.631 -2.982 0.387
H 2.246 0.948 -0.233 -0.140
H 3.275 -0.854 -1.848 0.205
S -8.151 0.667 -0.023 0.543
C -1.630 -3.527 -3.514 -0.627
H 6.239 -1.218 -1.914 0.297
H 4.439 0.453 -2.522 0.228
H -4.542 5.280 2.032 0.323
S 2.617 -0.393 -6.299 0.567
H -2.990 1.158 -2.560 0.006
H 5.136 -4.785 1.590 0.229
C 8.329 -4.685 3.404 -0.975
H -3.589 -1.265 -0.938 0.234
H 4.403 -0.419 0.579 0.013
H -10.312 -0.315 0.351 0.354
H 0.542 4.521 2.231 0.234
N 0.333 -2.187 0.470 -0.462
H 0.636 -0.935 5.548 0.355
C -7.764 -0.008 1.606 -0.824
H -2.099 -3.883 -4.499 0.315
H 3.423 5.451 3.005 0.406
H -2.566 -1.340 -5.113 0.385
C -1.682 -1.993 -3.156 0.027
H 6.629 -1.685 -0.101 0.256
H -0.878 1.530 -2.627 -0.600
H -10.194 1.318 1.074 0.290
C 2.804 1.285 -1.189 -0.076
H 2.915 -1.686 4.548 0.356
H -4.635 6.756 1.040 0.411
C -9.942 0.702 0.209 -0.946
H 3.715 -0.409 5.515 0.384
H -6.679 -0.083 1.701 0.196
C -3.877 0.492 -2.293 -0.035
H -4.939 -0.158 -0.354 -0.237
H 2.395 6.151 1.718 0.253
H 2.493 -0.570 -8.693 0.368
C 4.934 -0.186 -0.424 -0.067
H 0.955 3.208 -3.475 0.216
S 2.694 3.776 1.445 0.620
H 2.275 1.231 -3.460 0.184
H -8.203 -1.003 1.704 0.345
H 1.505 0.320 6.483 0.344
C 3.300 -0.606 -7.959 -1.022
H 5.651 0.707 -0.341 0.257
H 8.137 -5.636 3.904 0.370
H -2.593 7.818 -0.168 0.415
H -1.822 -6.809 5.686 0.293
H -1.014 -0.418 -1.612 0.482
O 2.487 1.865 4.284 -0.684
H -0.943 7.151 -0.098 0.327
H 1.536 1.632 -5.641 -0.054
C -2.431 2.039 -0.034 -0.692
H -0.975 -7.471 4.255 0.328
H -1.896 -0.083 0.416 0.078
N 0.336 -4.799 -0.125 -0.578
H -1.872 -4.508 4.662 0.349
C -3.993 6.159 1.692 -1.152
H -1.027 -5.098 3.198 0.195
C 3.194 5.440 1.938 -1.142
C -2.874 0.520 0.247 -0.406
C -0.998 -1.543 -1.837 0.252
C -0.299 -2.495 -0.805 0.167
H 3.789 -1.580 -8.007 0.330
O -7.674 2.083 -0.047 -0.607
C -0.644 2.497 -2.025 0.043
C 1.981 1.276 -6.571 -0.613
H 1.511 3.772 3.535 0.590
H -1.318 3.379 -2.327 0.459
```

=====

Density functional theory data (ωB97M-V/def2-TZVPD) for a molecular structure, C52H46N4OReSb.

Net charge: +1
Frontier orbital gap (spin up / spin down): 5.356 / 5.015 eV
Spin multiplicity: 4
E_HOMO (spin up / spin down): -9.4 / -9.5 eV
E_LUMO (spin up / spin down): -4.0 / -4.5 eV
Expectation value of S²: 3.8392

The geometry in XYZ format:
```
105
Properties=species:S:1:pos:R:3:mulliken_charge:R:1
C 3.796 -0.128 6.268 -0.802
H 0.495 2.856 2.753 0.184
H -3.141 -4.569 -1.314 0.308
H 4.782 1.157 2.735 0.315
N -2.036 0.884 0.102 0.404
C 6.111 1.498 -4.455 -0.402
C -0.753 -3.587 -3.772 -1.253
C 1.449 1.486 -2.258 0.168
C -1.413 -0.092 2.853 -0.187
H 0.786 0.132 5.328 0.964
C 0.976 3.119 1.773 -1.098
C 1.688 -3.605 0.992 -0.922
H -6.633 -2.401 5.318 0.364
C -3.549 -1.993 3.864 -0.365
H -3.026 -2.851 -1.530 0.232
C -1.101 -0.070 4.234 -1.286
H -0.933 -4.671 -0.808 0.478
H -4.993 -0.682 0.564 0.728
Sb -0.167 -1.958 -0.999 -0.099
C -4.025 0.460 -1.001 -1.601
C -3.801 -0.795 3.139 0.272
H 0.907 -2.118 -3.532 0.442
H 4.861 0.937 -6.104 0.397
H -2.554 -2.446 3.790 0.423
Re -0.068 0.655 0.193 -0.244
C 4.076 -0.336 -0.217 -1.140
C -0.168 -2.269 -3.234 -0.409
H -0.337 -4.473 -3.287 0.277
H -5.336 0.621 2.467 0.415
C -4.140 -0.109 0.239 -1.306
H 1.169 4.211 1.792 0.465
C -6.103 -0.788 4.034 -0.869
C 1.598 -3.246 -0.511 -0.960
H -0.685 2.979 -4.354 0.862
H 2.740 -3.836 1.262 0.361
C 3.264 0.074 3.903 0.341
C -1.411 -3.772 -0.415 -0.805
C 2.656 -0.256 1.513 -0.498
C 3.924 1.224 -2.774 0.386
C -3.940 2.610 -5.487 -0.884
N -0.200 0.068 2.168 1.142
H -1.839 -0.230 5.026 0.635
C 0.255 0.055 4.402 -1.480
N 0.212 1.287 -1.670 2.002
O -0.604 3.615 -0.043 -0.555
C 6.246 1.747 -3.073 -0.875
C -5.819 -1.986 4.703 -0.312
C 3.885 -0.783 1.049 -1.283
C -5.147 -0.253 3.154 -0.405
C -4.161 3.236 -2.772 -0.209
C 4.871 1.169 -5.040 -0.912
H -4.742 0.424 -1.825 0.589
H -0.469 -3.643 -4.819 0.420
C 0.881 0.067 3.104 -0.048
H -2.368 1.239 -4.894 0.402
H 2.827 0.838 -4.649 0.521
C 4.859 0.822 6.088 -0.430
H -4.392 -3.548 5.063 0.428
C -0.174 2.498 -3.574 -1.387
H 1.370 -2.801 1.654 0.015
H 6.142 1.811 4.694 0.406
H 6.955 1.624 -5.132 0.381
C 5.162 1.646 -2.252 -0.496
C -3.095 2.005 -4.556 -0.014
H -7.087 -0.332 4.128 0.414
C 2.227 -0.092 2.822 0.790
C 3.792 1.052 -4.186 -0.399
H 2.264 -1.273 5.291 0.662
H 1.072 -4.486 1.235 0.354
H -4.380 3.373 -1.693 0.398
C 2.758 1.022 -1.862 1.228
C 1.199 2.327 -3.418 -1.489
C 2.892 0.350 -0.664 -0.139
C -0.821 1.902 -2.471 -0.223
H -3.954 2.222 -6.475 0.461
C 5.232 1.214 4.795 -0.784
H -0.714 -1.382 -3.566 0.254
N 2.024 0.359 0.427 0.338
H 2.429 -2.705 -0.915 0.570
H 5.271 1.976 -1.230 0.525
H -1.854 -3.626 -3.648 0.264
C -3.182 2.353 -3.191 -0.386
C -2.681 -0.207 2.265 1.366
H 4.950 -0.412 -0.838 0.844
H 1.943 2.636 1.719 0.156
H -5.552 4.792 -3.398 0.409
H 4.555 -1.434 1.609 0.617
C -2.731 1.072 -1.151 0.017
C -2.224 1.775 -2.210 1.673
C -2.911 0.140 0.952 0.272
H 7.214 1.992 -2.687 0.433
H 1.395 -4.130 -1.085 0.680
C -4.568 -2.590 4.612 -0.820
C -4.807 3.631 -5.079 -0.421
H -5.467 4.143 -5.807 0.354
C 4.450 0.816 3.722 -0.251
C 0.015 2.787 0.586 0.599
H 2.011 2.722 -4.057 0.866
H -3.481 -3.487 0.058 0.213
H 3.551 -0.515 7.262 0.379
C -2.856 -3.634 -0.815 -1.071
H -1.176 -3.744 0.648 0.560
C 3.034 -0.489 5.181 -0.379
H 5.459 1.156 6.989 0.317
C -4.907 3.972 -3.722 -0.842
```

=====

Density functional theory data (ωB97M-V/def2-TZVPD) for a molecular structure, C3H4BaO3.

Frontier orbital gap: 6.233 eV
E_HOMO: -7.3 eV
E_LUMO: -1.1 eV
Energy above the lowest of the compared OMol25 structures with the same formula, charge and spin: 0.0 kJ/mol

The geometry in XYZ format:
```
11
Properties=species:S:1:pos:R:3:mulliken_charge:R:1
H 1.228 0.075 3.335 0.369
H -0.523 0.685 3.082 0.347
O -0.469 0.823 -1.460 -0.929
Ba 0.619 -0.557 0.146 1.638
C -0.235 -1.433 2.967 -0.672
O -0.648 0.223 -3.625 -0.622
H -1.283 -1.674 2.768 0.348
O 0.776 -0.814 -2.218 -0.954
H 0.462 -2.269 3.072 0.343
C -0.107 0.120 -2.516 0.850
C 0.168 -0.161 3.127 -0.717
```

=====

Density functional theory data (ωB97M-V/def2-TZVPD) for 2 unconnected molecules or ions with the total composition C3H13N5.

Frontier orbital gap (spin up / spin down): 7.714 / 7.717 eV
E_HOMO (spin up / spin down): -6.8 / -6.8 eV
E_LUMO (spin up / spin down): 0.9 / 0.9 eV
Energy above the lowest of the compared OMol25 structures with the same formula, charge and spin: 569.1 kJ/mol

The geometry in XYZ format:
```
21
Properties=species:S:1:pos:R:3:mulliken_charge:R:1
H 0.592 -1.124 1.834 0.484
H -0.752 2.485 -1.242 0.233
C -0.164 1.828 0.590 -0.306
N -1.836 -1.189 1.086 -0.919
H -0.670 -2.195 -1.317 0.301
C -0.961 -1.150 -1.131 -1.018
H 3.049 0.468 -0.600 0.240
N 0.043 2.198 -0.685 -0.354
N -0.755 -0.769 0.252 0.584
N 2.035 0.448 -0.675 -0.477
H -1.401 -1.856 1.748 0.247
H -0.334 -0.513 -1.757 0.315
H -2.272 -0.586 1.777 0.210
H 1.107 -1.805 0.269 0.405
H 0.964 1.835 -1.067 0.384
C 0.685 -0.904 0.766 -0.827
N 1.494 0.244 0.650 -0.568
H -1.183 1.794 0.958 0.263
H 0.553 2.098 1.350 0.290
H -2.001 -1.031 -1.440 0.314
H 1.807 -0.277 -1.364 0.202
```

=====

| no. | molecular weight (g/mol) |
| --- | --- |
| 1 | 879.5 |
| 2 | 1050.9 |
| 3 | 225.4 |
| 4 | 119.2 |